No. 1
Molecular formula: C35H34CrN14O4S3
Method: DFT, the ωB97M-V functional and the def2-TZVPD basis

```
91
C35H34CrN14O4S3 (the ωB97M-V functional and the def2-TZVPD basis)
Cr 0.95 -0.72 -0.84
O -2.30 2.64 -3.04
C -3.09 1.62 -2.56
C -4.49 1.84 -2.58
C -5.35 0.84 -2.21
C -4.83 -0.37 -1.70
C -3.44 -0.49 -1.60
C -2.52 0.47 -2.06
C -1.04 0.19 -1.85
O -0.73 0.29 -0.47
N -0.20 1.25 -2.49
N 0.98 0.99 -1.97
C 2.01 1.83 -1.94
C 3.06 1.38 -1.10
C 4.35 1.99 -1.11
C 5.22 1.48 -0.14
C 4.88 0.57 0.82
C 3.60 -0.06 0.73
N 2.75 0.39 -0.21
H -1.28 2.36 -3.07
H -4.87 2.74 -3.02
H -6.40 1.03 -2.10
H -5.46 -1.10 -1.37
H -3.05 -1.38 -1.16
H 1.97 2.76 -2.53
H 4.67 2.78 -1.85
H 6.21 1.91 -0.04
H 5.56 0.31 1.63
H 3.26 -0.94 1.31
N 5.49 -2.54 -0.78
N 4.44 -2.64 -1.75
N 4.46 -1.67 -2.73
C 3.24 -1.21 -2.80
N 2.45 -1.70 -1.84
N 3.24 -2.60 -1.12
H 6.35 -2.71 -1.30
H 5.60 -1.57 -0.60
H 3.00 -0.33 -3.35
S 1.06 -2.23 1.25
C -0.36 -1.80 2.15
N -1.41 -1.19 1.57
C -2.20 -0.37 2.37
C -2.13 -0.43 3.69
C -1.54 -1.64 4.32
N -0.40 -2.07 3.43
H -1.16 -0.80 0.65
H -2.52 0.45 1.85
H -2.65 0.27 4.32
H -2.32 -2.40 4.49
C -0.79 -3.81 -1.18
C -0.93 -3.45 -2.60
C -1.15 -4.40 -3.56
C -1.41 -4.08 -4.87
C -1.40 -2.77 -5.29
C -1.24 -1.77 -4.36
C -1.26 -0.36 -4.89
C -0.95 -2.08 -3.02
N -0.61 -1.17 -2.04
H -1.33 -3.07 -0.58
H 0.31 -3.72 -0.99
H -1.08 -4.84 -0.87
H -0.94 -5.45 -3.31
H -1.41 -4.94 -5.57
H -1.71 -2.61 -6.31
H -2.01 0.31 -4.42
H -1.47 -0.36 -5.95
H -0.33 0.22 -4.72
N -2.31 4.27 0.86
C -1.38 3.92 1.85
C -0.27 3.11 1.65
C 0.56 2.92 2.73
C 0.37 3.40 3.99
C -0.81 4.11 4.18
C -1.69 4.37 3.15
S 1.51 2.92 5.27
O 2.68 3.70 5.09
O 0.73 3.16 6.46
N 1.91 1.46 4.89
C 1.22 0.32 4.93
S -0.08 0.06 6.21
C -0.46 -1.49 5.47
C 0.67 -1.81 4.43
N 1.55 -0.73 4.24
H -2.26 3.62 0.04
H -3.26 4.20 1.19
H -0.17 2.73 0.64
H 1.29 2.13 2.59
H -1.13 4.60 5.10
H -2.62 4.96 3.31
H -0.57 -2.24 6.27
H 1.18 -2.78 4.69
```

Values from the calculation:
- Energy relative to the best compared isomer or geometry (same formula, charge and spin): 0.0 kJ/mol
- HOMO (alpha / beta): -0.0435 / -0.0907 hartree
- Charge: -2
- ⟨S²⟩: 6.054
- Spin multiplicity: 5
- Lowest unoccupied orbital energy (alpha / beta): 4.0002 / 3.9996 eV
- Strongest force on any atom: 3.3 eV Å⁻¹
- Calculated total energy: -126822.953 eV

=====

No. 2
Molecular formula: C5H6F3NO
Method: DFT, the ωB97M-V functional and the def2-TZVPD basis

```
16
C5H6F3NO (the ωB97M-V functional and the def2-TZVPD basis)
C 1.65 -1.30 -1.19
C 0.18 -0.98 -0.98
N -0.22 -0.30 0.06
C -1.60 -0.43 -0.04
C -1.89 -1.24 -1.09
O -0.71 -1.67 -1.63
H 1.69 -1.86 -2.12
H 2.11 -1.71 -0.30
H 2.21 -0.38 -1.24
H -2.29 -0.06 0.77
H -2.86 -1.60 -1.48
F -0.42 3.35 2.10
C 0.34 2.26 1.82
F 0.25 1.40 2.78
F 1.63 2.61 1.62
H -0.06 1.91 0.91
```

Values from the calculation:
- Energy relative to the best compared isomer or geometry (same formula, charge and spin): 0.0 kJ/mol
- SMILES: Cc1ncco1.FC(F)F
- HOMO: -0.3470 hartree
- Lowest unoccupied orbital energy: 0.8025 eV
- Strongest force on any atom: 4.4 eV Å⁻¹
- Calculated total energy: -16971.716 eV

=====

No. 3
Molecular formula: C14H21N3O4OsS2
Method: DFT, the ωB97M-V functional and the def2-TZVPD basis

```
45
C14H21N3O4OsS2 (the ωB97M-V functional and the def2-TZVPD basis)
Os 0.15 1.63 0.85
N 1.84 0.27 -5.80
C 0.59 0.20 -5.27
O -0.35 -0.28 -5.87
C 0.47 0.68 -3.87
C 1.57 0.82 -3.01
C 1.36 1.14 -1.69
N 0.13 1.36 -1.16
C -0.93 1.29 -2.01
C -0.80 0.94 -3.33
H 1.92 0.01 -6.77
H 2.53 0.90 -5.43
H 2.58 0.65 -3.35
H 2.20 1.24 -1.02
H -1.90 1.50 -1.59
H -1.66 0.85 -3.97
O 0.49 2.47 2.72
S 1.84 2.86 2.20
O 2.43 1.65 1.60
O 2.66 3.57 3.12
S 1.32 3.97 0.57
C -3.87 -0.15 1.60
C -2.35 -0.22 1.41
C -2.07 -1.27 0.32
C -1.70 -0.66 2.73
C -1.77 1.09 0.98
H -4.23 -1.11 1.97
H -4.37 0.06 0.66
H -4.14 0.62 2.32
H -2.40 -2.25 0.67
H -1.01 -1.32 0.09
H -2.60 -1.02 -0.59
H -2.09 -1.63 3.04
H -1.90 0.06 3.52
H -0.62 -0.73 2.61
H -2.54 1.84 0.73
C 2.19 -2.51 3.33
C 2.39 -2.62 1.81
C 1.71 -1.55 1.16
N 1.11 -0.71 0.66
H 2.64 -3.37 3.82
H 1.13 -2.48 3.56
H 2.66 -1.60 3.70
H 1.97 -3.57 1.44
H 3.45 -2.58 1.55
```

Values from the calculation:
- HOMO (alpha / beta): -0.2696 / -0.2798 hartree
- Lowest unoccupied orbital energy (alpha / beta): -0.8370 / -0.8079 eV
- Strongest force on any atom: 3.8 eV Å⁻¹
- Calculated total energy: -51654.210 eV

=====

No. 4
Molecular formula: C4H7NO2
Method: DFT, the ωB97M-V functional and the def2-TZVPD basis

```
14
C4H7NO2 (the ωB97M-V functional and the def2-TZVPD basis)
H 1.66 1.99 0.04
N 1.71 1.10 -0.46
C 1.10 0.16 0.10
C 0.84 -1.24 -0.41
O -0.40 -1.58 0.21
C -0.77 -0.37 0.82
C -1.26 0.69 -0.25
O 0.44 0.16 1.35
H 0.77 -1.38 -1.49
H 1.65 -1.84 0.01
H -1.52 -0.59 1.59
H -0.98 1.72 0.03
H -2.33 0.59 -0.24
H -0.92 0.58 -1.30
```

Values from the calculation:
- Energy relative to the best compared isomer or geometry (same formula, charge and spin): 209.4 kJ/mol
- SMILES: [H]/N=C1/CO[C@H](C)O1
- HOMO: -0.3802 hartree
- Lowest unoccupied orbital energy: 0.9574 eV
- Strongest force on any atom: 1.2 eV Å⁻¹
- Calculated total energy: -9845.109 eV

=====

No. 5
Molecular formula: C8H10
Method: DFT, the ωB97M-V functional and the def2-TZVPD basis

```
18
C8H10 (the ωB97M-V functional and the def2-TZVPD basis)
C 1.41 -1.73 0.52
C 0.10 -1.62 0.91
C -0.52 -0.42 0.12
C -1.79 0.51 0.34
C -1.36 1.64 -0.56
C -0.08 1.61 -0.86
C 0.57 0.49 0.01
C 1.75 -0.51 -0.39
H 2.11 -2.53 0.77
H -0.56 -2.23 1.48
H -0.77 -0.85 -0.89
H -1.97 0.79 1.35
H -2.78 0.19 -0.09
H -2.03 2.42 -0.88
H 0.29 2.38 -1.53
H 0.75 0.84 1.03
H 2.75 -0.18 -0.34
H 1.71 -0.70 -1.47
```

Values from the calculation:
- Energy relative to the best compared isomer or geometry (same formula, charge and spin): 256.2 kJ/mol
- SMILES: C1=C[C@H]2CC=C[C@@H]2C1
- HOMO: -0.3328 hartree
- Lowest unoccupied orbital energy: 1.2178 eV
- Strongest force on any atom: 4.6 eV Å⁻¹
- Calculated total energy: -8455.614 eV

=====

No. 6
Molecular formula: C15H26GaGeN4S
Method: DFT, the ωB97M-V functional and the def2-TZVPD basis

```
48
C15H26GaGeN4S (the ωB97M-V functional and the def2-TZVPD basis)
Ga -0.56 0.31 -2.51
N 1.58 -2.93 -3.78
C 1.07 -1.75 -3.51
S -0.30 -1.81 -2.28
N 1.56 -0.67 -4.08
N 0.89 0.44 -3.76
C 1.10 1.63 -4.18
C 0.14 2.64 -3.67
C 0.14 3.95 -4.08
C -0.83 4.82 -3.59
C -1.78 4.36 -2.70
C -1.75 3.03 -2.31
N -0.80 2.19 -2.78
H 1.24 -3.79 -3.38
H 2.33 -2.99 -4.47
H 1.88 1.89 -4.89
H 0.89 4.29 -4.80
H -0.84 5.85 -3.92
H -2.56 5.01 -2.31
H -2.48 2.62 -1.63
C 2.10 -1.90 5.80
C 2.31 -1.92 4.29
C 1.50 -0.81 3.59
C 1.76 -0.83 2.05
Ge 0.61 0.65 1.78
C -1.32 0.78 1.70
C -2.09 -0.15 0.77
C -1.90 -1.63 1.03
C -2.84 -2.50 0.19
H 2.68 -2.70 6.26
H 1.05 -2.06 6.05
H 2.42 -0.96 6.24
H 2.01 -2.88 3.87
H 3.37 -1.77 4.05
H 1.80 0.15 4.03
H 0.44 -0.98 3.82
H 1.47 -1.77 1.60
H 2.80 -0.59 1.82
H 1.25 2.02 2.05
H -1.52 1.84 1.49
H -1.62 0.63 2.74
H -1.83 0.07 -0.29
H -3.15 0.11 0.84
H -2.09 -1.82 2.09
H -0.86 -1.92 0.85
H -3.88 -2.30 0.44
H -2.66 -3.56 0.37
H -2.71 -2.32 -0.88
```

Values from the calculation:
- Energy relative to the best compared isomer or geometry (same formula, charge and spin): 17.7 kJ/mol
- HOMO: -0.6810 hartree
- Charge: +3
- Lowest unoccupied orbital energy: -11.4726 eV
- Strongest force on any atom: 0.6 eV Å⁻¹
- Calculated total energy: -141635.765 eV

=====

No. 7
Molecular formula: C27H22F5N4OPdS2Sb
Method: DFT, the ωB97M-V functional and the def2-TZVPD basis

```
63
C27H22F5N4OPdS2Sb (the ωB97M-V functional and the def2-TZVPD basis)
Pd 1.09 0.27 -1.53
N -2.77 -1.31 -2.24
C -2.26 -2.57 -2.07
C -0.97 -2.40 -1.67
N -0.70 -1.06 -1.57
C -1.79 -0.42 -1.93
C -1.88 1.02 -1.95
N -0.80 1.78 -1.94
C -1.24 3.07 -1.89
C -2.61 3.09 -1.88
N -3.00 1.78 -1.94
H -3.70 -1.09 -2.57
H -2.85 -3.45 -2.25
H -0.22 -3.13 -1.44
H -0.54 3.89 -1.88
H -3.32 3.90 -1.85
H -3.95 1.45 -1.87
F 1.15 0.79 7.45
C 1.14 0.81 6.10
C 1.97 -0.06 5.41
C 1.94 -0.04 4.02
C 1.08 0.81 3.34
C 0.30 1.70 4.06
C 0.32 1.71 5.45
Sb 0.90 0.89 1.15
C 1.91 -1.03 0.91
C 1.52 -2.21 1.53
C 2.23 -3.39 1.36
C 3.36 -3.37 0.56
F 4.06 -4.50 0.40
C 3.81 -2.21 -0.04
C 3.08 -1.04 0.14
C -1.19 0.31 1.37
C -1.67 -1.00 1.44
C -3.03 -1.27 1.53
C -3.91 -0.21 1.55
F -5.24 -0.46 1.59
C -3.48 1.10 1.52
C -2.11 1.35 1.42
H 2.61 -0.73 5.96
H 2.61 -0.69 3.48
H -0.34 2.40 3.54
H -0.29 2.39 6.03
H 0.67 -2.22 2.20
H 1.93 -4.30 1.85
H 4.72 -2.23 -0.63
H 3.49 -0.13 -0.27
H -0.98 -1.83 1.39
H -3.40 -2.29 1.58
H -4.20 1.91 1.57
H -1.77 2.38 1.38
C 0.18 1.17 -5.45
O 0.55 0.27 -4.40
C 1.73 -0.37 -4.49
S 2.72 -0.29 -5.81
S 2.10 -1.37 -3.16
H -0.80 1.55 -5.16
H 0.13 0.64 -6.40
H 0.90 1.98 -5.51
F 2.86 2.51 -0.72
C 2.52 1.73 -1.82
F 1.93 2.61 -2.71
H 3.47 1.44 -2.27
```

Values from the calculation:
- Energy relative to the best compared isomer or geometry (same formula, charge and spin): 135.6 kJ/mol
- HOMO (alpha / beta): -0.2402 / -0.2754 hartree
- ⟨S²⟩: 2.012
- Spin multiplicity: 3
- Lowest unoccupied orbital energy (alpha / beta): -0.2129 / -1.8161 eV
- Strongest force on any atom: 1.4 eV Å⁻¹
- Calculated total energy: -81636.629 eV

=====

No. 8
Molecular formula: C11H16N4O3
Method: DFT, the ωB97M-V functional and the def2-TZVPD basis

```
34
C11H16N4O3 (the ωB97M-V functional and the def2-TZVPD basis)
O 0.14 3.42 -1.58
C 0.02 2.71 -0.62
O 0.06 3.21 0.66
C -0.47 1.32 -0.74
C -1.80 1.12 0.22
C -2.56 -0.18 -0.02
C -3.81 -0.51 0.40
N -4.03 -1.85 0.21
C -2.77 -2.28 -0.36
N -1.92 -1.32 -0.43
N 0.51 0.35 -0.26
C 1.31 0.36 0.83
O 1.23 1.16 1.76
C 2.27 -0.83 1.01
C 3.53 -0.58 0.19
C 3.36 -1.45 -1.08
C 2.17 -2.41 -0.79
N 1.80 -2.07 0.54
H 0.15 2.37 1.19
H -0.73 1.17 -1.69
H -1.52 1.39 1.30
H -2.49 1.91 0.01
H -4.74 0.11 0.63
H -4.90 -2.40 0.35
H -2.71 -3.30 -0.56
H 0.44 -0.58 -0.62
H 2.56 -0.83 2.06
H 4.43 -1.00 0.71
H 3.75 0.48 0.01
H 3.22 -0.87 -2.03
H 4.22 -2.06 -1.17
H 1.39 -2.39 -1.52
H 2.41 -3.53 -0.88
H 0.92 -2.22 0.78
```

Values from the calculation:
- Energy relative to the best compared isomer or geometry (same formula, charge and spin): 220.2 kJ/mol
- SMILES: O=C(O)[C@H](Cc1c[nH]cn1)NC(=O)[C@@H]1CCCN1
- HOMO: -0.3238 hartree
- Lowest unoccupied orbital energy: 0.4538 eV
- Strongest force on any atom: 6.3 eV Å⁻¹
- Calculated total energy: -23768.715 eV